Record 1
A cluster of 2 separate species, H4NO2P2 in total at a distorted geometry, computed with wB97M-V/def2-TZVPD.

LUMO energy (spin up / spin down): 4.053 / 4.053 eV
HOMO (spin up / spin down): -3.782 / -3.784 eV
Largest force on an atom: 7.24 eV/Å
Relative energy (zero: lowest compared OMol25 entry of this formula, charge and spin): 3.168 eV
Net charge: -1

```
9
Properties=species:S:1:pos:R:3:lowdin_charge:R:1
N -1.4519 0.5693 -0.0618 -0.2115
O 1.9382 0.7936 1.1925 -0.4814
O 1.7025 0.9194 -1.3752 -0.4634
P 0.5943 -1.7120 -0.1213 0.5017
P 1.2087 0.4175 -0.0670 0.2481
H -1.5095 1.0183 -0.8732 -0.2004
H -1.7168 1.0980 0.8585 -0.0507
H -0.6202 -1.2656 -0.6987 -0.2009
H -0.1453 -1.8385 1.1462 -0.1413
```

***

Record 2
A cluster of 2 separate species, H4NO2P2 in total at a distorted geometry, computed with wB97M-V/def2-TZVPD.

LUMO energy: 4.136 eV
HOMO: -3.830 eV
Largest force on an atom: 3.91 eV/Å
Relative energy (zero: lowest compared OMol25 entry of this formula, charge and spin): 3.178 eV
Net charge: -1

```
9
Properties=species:S:1:pos:R:3:lowdin_charge:R:1
N -0.5280 -0.0052 1.3927 -0.2168
O -0.3019 -1.9690 -0.6177 -0.5393
O 1.8235 0.3823 0.4309 -0.4231
P -0.5453 1.9836 -0.9808 0.2788
P 0.4030 0.4902 0.1778 0.1747
H -1.5566 0.1673 1.3067 0.0460
H -0.4378 -1.0682 0.9904 0.0505
H 0.3926 -2.3541 -1.1924 -0.1047
H 0.7505 2.3732 -1.5077 -0.2660
```

***

Record 3
A cluster of 2 separate species, H4NO2PS in total at a distorted geometry, computed with wB97M-V/def2-TZVPD.

LUMO energy (spin up / spin down): -1.584 / -1.553 eV
HOMO (spin up / spin down): -9.117 / -9.052 eV
Largest force on an atom: 1.66 eV/Å
Relative energy (zero: lowest compared OMol25 entry of this formula, charge and spin): 5.393 eV

```
9
Properties=species:S:1:pos:R:3:lowdin_charge:R:1
N 0.9817 0.0583 -0.3321 -0.7114
O -1.1915 -0.2464 -1.4544 -0.3385
O -1.1574 -0.2784 1.0976 -0.2659
P -0.4060 -0.8049 -0.2453 0.5100
S 2.4333 0.0243 0.4776 0.6930
H 0.0608 1.5088 -1.0642 0.1724
H -0.8560 0.8153 -1.4685 0.0238
H -2.0358 -0.6769 1.2644 0.0689
H 2.1709 -0.4002 1.7250 -0.1524
```

***

Record 4
An isolated molecule of H4NO2PS at a distorted geometry, computed with wB97M-V/def2-TZVPD.

SMILES string: OP(O)NS
LUMO energy: 0.550 eV
HOMO: -8.914 eV
Largest force on an atom: 4.18 eV/Å
Relative energy (zero: lowest compared OMol25 entry of this formula, charge and spin): 2.454 eV

```
9
Properties=species:S:1:pos:R:3:lowdin_charge:R:1
N 0.7175 0.3438 -0.3719 -0.6911
O -1.4662 -1.3928 -0.3928 -0.3055
O -1.7281 0.9966 0.2435 -0.3384
P -0.7786 -0.3413 0.7113 0.8340
S 2.2372 -0.1447 0.1725 0.5709
H 0.4813 0.0219 -1.3951 0.0574
H -0.9574 -2.1894 -0.2484 0.0234
H -1.2088 1.6884 0.7457 0.0477
H 2.7032 1.0175 0.5352 -0.1984
```

***

Record 5
A cluster of 2 separate species, H4NOPS2 in total at a distorted geometry, computed with wB97M-V/def2-TZVPD.

LUMO energy (spin up / spin down): -0.324 / -1.419 eV
HOMO (spin up / spin down): -7.737 / -6.521 eV
Largest force on an atom: 1.20 eV/Å
Relative energy (zero: lowest compared OMol25 entry of this formula, charge and spin): 2.816 eV

```
9
Properties=species:S:1:pos:R:3:lowdin_charge:R:1
N -1.7810 0.5321 0.7047 -0.2214
O -1.4054 -1.1780 -0.9520 -0.3751
P -1.2465 -1.0258 0.6382 0.7490
S 1.7601 -0.4194 -0.2092 -0.1811
S 3.6479 0.2903 0.1044 0.1127
H -1.7407 1.0915 1.5393 0.0438
H -1.8052 1.0650 -0.1562 0.0536
H -0.9026 -1.8997 -1.3364 0.0458
H 3.4735 1.5439 -0.3329 -0.2272
```

***

Record 6
A cluster of 2 separate species, H4NOPS2 in total at a distorted geometry, computed with wB97M-V/def2-TZVPD.

2S+1: 3
LUMO energy (spin up / spin down): 0.448 / -3.846 eV
HOMO (spin up / spin down): -5.752 / -9.329 eV
Largest force on an atom: 1.72 eV/Å
Relative energy (zero: lowest compared OMol25 entry of this formula, charge and spin): 0.124 eV

```
9
Properties=species:S:1:pos:R:3:lowdin_charge:R:1
N 1.1171 -0.1748 -1.6141 -0.2421
O -1.0834 0.4495 1.5750 -0.1041
P 1.6645 0.1245 -0.0860 -0.2762
S 2.2097 -1.4681 0.8619 0.2292
S 1.7737 2.0068 0.3348 0.2533
H 0.7027 0.5629 -2.1636 0.0422
H 1.0184 -1.1238 -1.9382 0.0387
H -1.3880 -0.3496 2.0125 0.0353
H -0.7010 1.0102 2.2546 0.0238
```

***

Record 7
A structure of composition H4NP at a distorted geometry, computed with wB97M-V/def2-TZVPD.

2S+1: 3
LUMO energy (spin up / spin down): 0.734 / -2.008 eV
HOMO (spin up / spin down): -9.146 / -9.169 eV
Largest force on an atom: 5.40 eV/Å
Relative energy (zero: lowest compared OMol25 entry of this formula, charge and spin): 1.794 eV

```
6
Properties=species:S:1:pos:R:3:lowdin_charge:R:1
N 1.1708 -1.1354 0.7313 -0.2691
P 0.2876 0.0868 0.3215 0.3577
H -0.2170 -1.1278 -0.8303 0.0207
H -1.1064 -0.1330 0.5599 -0.0400
H 0.4151 1.0054 -0.8563 -0.0209
H 0.3649 1.1722 1.3933 -0.0484
```

***

Record 8
A cluster of 2 separate species, H4NS in total, computed with wB97M-V/def2-TZVPD.

2S+1: 2
LUMO energy (spin up / spin down): 7.456 / 7.363 eV
HOMO (spin up / spin down): 4.952 / 0.597 eV
Largest force on an atom: 0.79 eV/Å
Relative energy (zero: lowest compared OMol25 entry of this formula, charge and spin): 0.410 eV
Net charge: -2

```
6
Properties=species:S:1:pos:R:3:lowdin_charge:R:1
N 1.4830 -0.0293 -0.3255 -0.3948
H 1.6548 0.8542 0.1805 -0.1851
H 1.3847 -0.7226 0.4261 -0.1637
H 0.4930 0.1147 -0.6069 -0.1439
S -2.1727 -0.0469 -0.4110 -0.5728
H -2.8429 -0.1702 0.7368 -0.5397
```

***

Among the records above, which one has the highest largest force on an atom?
number 1